The following is a quantum chemistry calculation of 2 unconnected molecules or ions with the total composition C39H46N5O2, from OMol25.

The geometry in ORCA input format:
```
! wB97M-V def2-TZVPD RIJCOSX def2/J DEFGRID3
* xyz 1 1
C -5.32 1.40 1.33
N -4.72 0.47 2.28
C -5.67 0.05 3.29
C -3.36 0.32 2.51
C -2.50 1.43 2.56
C -1.32 1.31 3.25
N -0.76 0.08 3.55
C 0.50 -0.01 4.16
C 1.49 0.88 3.62
C 2.94 0.52 3.27
C 3.81 1.62 3.15
C 5.15 1.47 2.78
C 5.62 0.19 2.46
C 4.72 -0.88 2.38
C 3.39 -0.73 2.81
O 1.19 2.07 3.35
C -1.52 -1.05 3.28
C -2.79 -0.96 2.78
H -4.68 1.61 0.47
H -6.26 0.95 0.96
H -5.62 2.35 1.81
H -5.18 -0.56 4.05
H -6.12 0.94 3.77
H -6.48 -0.51 2.81
H -2.77 2.40 2.17
H -0.72 2.16 3.54
H 0.71 -0.88 4.77
H 3.42 2.62 3.34
H 5.79 2.34 2.72
H 6.66 0.07 2.16
H 5.04 -1.83 1.95
H 2.67 -1.55 2.78
H -1.04 -2.01 3.48
H -3.36 -1.85 2.53
C 6.39 -0.25 12.01
N 5.82 -0.38 10.69
C 6.48 0.11 9.60
O 7.52 0.77 9.61
C 5.66 -0.29 8.37
C 6.40 -1.36 7.56
C 7.59 -0.77 6.86
C 7.37 0.13 5.81
C 8.45 0.78 5.21
C 9.75 0.55 5.69
C 9.97 -0.40 6.70
C 8.88 -1.06 7.28
N 4.41 -0.76 8.96
C 3.36 -1.06 8.15
C 2.18 -1.63 8.61
C 1.01 -1.83 7.86
C -0.10 -2.59 8.41
C -1.28 -3.06 7.74
C -2.28 -3.74 8.41
C -2.20 -4.02 9.80
N -3.25 -4.62 10.52
C -3.28 -6.02 10.87
C -4.30 -3.86 11.17
C -1.03 -3.61 10.47
C -0.04 -2.92 9.80
C 4.53 -1.00 10.43
C 4.57 -2.49 10.80
C 3.44 -0.30 11.25
H 7.39 0.19 11.92
H 5.77 0.39 12.64
H 6.48 -1.21 12.51
H 5.48 0.62 7.76
H 6.69 -2.16 8.25
H 5.69 -1.79 6.84
H 6.34 0.33 5.48
H 8.27 1.49 4.40
H 10.59 1.09 5.26
H 10.98 -0.59 7.07
H 9.03 -1.77 8.10
H 3.49 -0.85 7.08
H 2.24 -1.92 9.66
H 0.95 -1.44 6.85
H -1.39 -2.86 6.67
H -3.18 -4.11 7.89
H -2.49 -6.57 10.34
H -3.14 -6.17 11.96
H -4.26 -6.43 10.61
H -4.25 -2.81 10.86
H -5.28 -4.28 10.88
H -4.23 -3.91 12.27
H -0.92 -3.83 11.54
H 0.80 -2.58 10.40
H 5.44 -2.97 10.33
H 4.66 -2.59 11.89
H 3.68 -3.03 10.48
H 3.48 0.79 11.09
H 2.43 -0.63 10.98
H 3.58 -0.51 12.32
*
```

For the relative energy (zero: lowest compared OMol25 entry of this formula, charge and spin), the calculation gives 14.5 kcal/mol. The energy comes out at -1937.6354 a.u.



The following is a quantum chemistry calculation of a molecular structure, C39H46N7O2SSeSiSr, from OMol25.

The geometry in ORCA input format:
```
! wB97M-V def2-TZVPD RIJCOSX def2/J DEFGRID3
* xyz 1 1
Sr -0.51 0.05 0.26
C -1.70 -7.20 -0.71
C -1.34 -5.74 -0.78
C -0.25 -5.27 -1.46
C 0.06 -3.89 -1.53
C 1.25 -3.49 -2.19
N 1.72 -2.28 -2.30
C 2.94 -1.94 -3.05
C 3.96 -1.12 -2.24
C 4.93 -1.93 -1.37
N 4.21 -2.82 -0.44
C 3.38 -2.41 0.49
C 3.39 -1.22 1.23
C 4.52 -0.48 1.65
C 4.39 0.52 2.58
C 5.57 1.29 3.11
C 3.09 0.78 3.10
C 1.95 0.15 2.67
C 0.63 0.42 3.28
N -0.47 0.15 2.69
C -1.74 0.31 3.42
C -2.90 0.63 2.46
C -3.52 -0.57 1.72
N -2.56 -1.28 0.86
C -2.72 -2.53 0.69
C -1.87 -3.42 -0.13
C -2.12 -4.78 -0.10
C -0.79 -2.93 -0.93
O -0.58 -1.71 -1.10
C 2.07 -0.85 1.64
O 1.08 -1.36 1.05
H -0.99 -7.80 -1.28
H -2.69 -7.38 -1.13
H -1.70 -7.57 0.32
H 0.40 -5.98 -1.97
H 1.85 -4.27 -2.64
H 1.15 -1.47 -1.98
H 2.62 -1.34 -3.89
H 3.38 -2.87 -3.43
H 3.41 -0.40 -1.64
H 4.56 -0.54 -2.94
H 5.58 -1.26 -0.82
H 5.56 -2.57 -1.98
H 4.03 -3.75 -0.79
H 2.55 -3.09 0.70
H 5.51 -0.75 1.31
H 6.49 0.99 2.60
H 5.71 1.12 4.18
H 5.44 2.36 2.96
H 2.99 1.54 3.87
H 0.63 0.79 4.31
H -1.66 1.09 4.18
H -1.95 -0.63 3.94
H -2.57 1.38 1.73
H -3.70 1.10 3.05
H -4.32 -0.19 1.09
H -3.98 -1.25 2.45
H -3.54 -3.04 1.20
H -2.97 -5.13 0.49
N -1.81 4.65 1.60
C -1.63 4.85 2.99
C -2.57 5.53 3.74
C -2.37 5.72 5.11
C -1.24 5.19 5.72
C -0.31 4.48 4.97
C -0.50 4.33 3.60
S 0.71 3.53 2.61
N -0.21 2.93 1.30
C -1.26 3.57 0.94
C -2.02 3.17 -0.30
C -2.56 4.16 -1.12
C -3.35 3.77 -2.19
C -3.57 2.42 -2.41
C -2.93 1.51 -1.59
N -2.17 1.87 -0.55
H -2.70 4.97 1.24
H -3.45 5.94 3.26
H -3.10 6.27 5.68
H -1.09 5.33 6.78
H 0.57 4.07 5.44
H -2.34 5.20 -0.94
H -3.78 4.51 -2.85
H -4.20 2.08 -3.21
H -3.03 0.44 -1.76
C -1.90 -0.40 -4.04
Si -0.26 0.48 -4.29
C 0.71 -0.64 -5.44
C -0.55 2.08 -5.18
Se 0.85 0.92 -2.39
H -2.13 -0.98 -4.95
H -2.72 0.29 -3.87
H -1.84 -1.10 -3.20
H 0.17 -0.70 -6.39
H 0.78 -1.66 -5.04
H 1.71 -0.26 -5.65
H -1.04 1.93 -6.15
H 0.42 2.58 -5.35
H -1.16 2.76 -4.58
*
```

For the relative energy (zero: lowest compared OMol25 entry of this formula, charge and spin), the calculation gives 0.0 kcal/mol. The energy comes out at -5167.3318 a.u.



The following is a quantum chemistry calculation of a molecular structure, C39H47BrHfIN4O9SeSi, from OMol25.

The geometry in ORCA input format:
```
! wB97M-V def2-TZVPD RIJCOSX def2/J DEFGRID3
* xyz -1 1
Hf -0.76 -0.08 -0.21
O -1.92 1.34 3.21
C -2.11 1.27 2.01
O -1.19 1.36 1.10
C -3.52 1.15 1.48
C -4.52 1.76 2.18
C -5.83 1.73 1.70
C -6.12 1.09 0.52
C -5.13 0.44 -0.19
C -3.77 0.41 0.27
O -2.85 -0.27 -0.30
N -5.52 -0.20 -1.42
O -6.71 -0.14 -1.74
O -4.69 -0.78 -2.09
N -6.88 2.37 2.45
O -8.00 2.42 1.95
O -6.61 2.84 3.54
H -4.29 2.26 3.10
H -7.14 1.08 0.15
C 0.88 3.89 1.79
C 2.00 3.62 0.77
C 1.41 3.28 -0.59
C 2.95 2.56 1.29
C 4.20 3.04 1.69
C 5.17 2.22 2.24
C 4.91 0.87 2.35
C 3.69 0.33 1.96
C 3.54 -1.18 2.10
C 4.67 -1.92 1.37
C 3.54 -1.61 3.57
C 2.68 1.18 1.44
N 1.40 0.57 1.16
C 0.91 0.04 2.25
C -0.09 -0.93 2.43
C -0.30 -1.53 3.68
C -1.28 -2.47 3.50
C -1.67 -2.42 2.15
N -0.94 -1.49 1.48
C -2.83 -3.28 1.66
C -4.12 -2.65 2.23
C -2.95 -3.41 0.15
C -2.68 -4.70 2.23
H 0.25 4.71 1.44
H 1.29 4.16 2.76
H 0.26 3.01 1.91
H 2.58 4.53 0.66
H 0.75 2.43 -0.50
H 2.19 3.07 -1.31
H 0.82 4.12 -0.96
H 4.39 4.10 1.60
H 6.11 2.63 2.57
H 5.67 0.22 2.76
H 2.61 -1.51 1.65
H 5.63 -1.79 1.89
H 4.78 -1.57 0.35
H 4.45 -2.99 1.35
H 4.50 -1.37 4.04
H 3.39 -2.69 3.64
H 2.75 -1.12 4.14
H 1.36 0.34 3.19
H 0.24 -1.29 4.58
H -1.68 -3.13 4.25
H -4.33 -1.70 1.75
H -4.00 -2.45 3.30
H -4.97 -3.31 2.09
H -3.06 -2.46 -0.35
H -3.83 -4.02 -0.10
H -2.07 -3.92 -0.24
H -2.75 -4.72 3.31
H -1.72 -5.13 1.93
H -3.48 -5.33 1.83
C -1.61 -4.96 -2.97
Si -1.26 -3.18 -3.55
C -2.79 -2.34 -4.26
C 0.09 -3.22 -4.89
Se -0.34 -2.08 -1.72
H -1.49 -5.68 -3.79
H -2.63 -5.05 -2.59
H -0.92 -5.22 -2.17
H -3.34 -3.03 -4.90
H -2.52 -1.47 -4.85
H -3.46 -2.01 -3.47
H -0.21 -3.89 -5.70
H 1.04 -3.56 -4.49
H 0.24 -2.23 -5.32
C 0.48 1.09 -4.45
O -0.53 1.46 -3.52
C -0.31 0.99 -2.29
O -1.30 1.28 -1.54
H 0.22 1.54 -5.40
H 0.52 0.00 -4.56
H 1.46 1.45 -4.12
Br 4.42 1.53 -3.67
C 4.70 -0.34 -3.60
C 5.66 -0.89 -4.44
C 5.93 -2.25 -4.39
C 5.19 -3.06 -3.53
C 4.23 -2.51 -2.70
C 3.98 -1.13 -2.70
I 2.62 -0.31 -1.29
H 6.20 -0.25 -5.12
H 6.70 -2.67 -5.01
H 5.39 -4.12 -3.49
H 3.65 -3.13 -2.04
*
```

For the relative energy (zero: lowest compared OMol25 entry of this formula, charge and spin), the calculation gives 33.8 kcal/mol. The energy comes out at -8021.2644 a.u.



Asked for E_LUMO across the records above, the calculation gives -4.71, -3.01, 1.89 eV in order.